Entry from OMol25: a molecular structure, C18H21ClN4O3PSTi in a non-equilibrium geometry (ωB97M-V with the def2-TZVPD basis set).

Computed properties:
**2S+1**: 2
**E_HOMO (alpha / beta)**: -5.602 / -5.601 eV
**Frontier orbital gap (alpha / beta)**: 4.910 / 4.911 eV
**Calculated total energy**: -86870.9937 eV
**Energy above the lowest of the compared OMol25 structures with the same formula, charge and spin**: 24.5 kcal per mole
**E_LUMO (alpha / beta)**: -0.692 / -0.690 eV

Structure (XYZ):
```
50
Properties=species:S:1:pos:R:3:forces:R:3
Ti 1.865627 0.071291 1.300183 1.7 1.6 -0.4
Cl 5.565402 2.098859 -4.070756 0.0 0.0 0.0
C 4.237738 1.572357 -3.054518 0.1 0.1 -0.1
C 3.191517 0.879402 -3.624095 0.0 0.0 0.2
C 2.180807 0.447222 -2.766214 0.0 0.1 -0.2
C 2.239045 0.725995 -1.416637 -0.1 -0.2 0.6
O 1.376493 0.119195 -0.565721 -0.2 -0.5 0.3
C 3.264076 1.504946 -0.819069 -0.6 0.3 -1.3
C 3.252716 1.759753 0.609214 -0.3 -1.6 0.9
O 2.154483 1.905588 1.402573 -0.6 0.7 -0.8
C 4.279408 1.883721 -1.705285 0.2 0.5 0.6
H 3.187194 0.644574 -4.678220 0.0 0.0 0.0
H 1.371730 -0.175090 -3.130086 0.0 0.0 0.0
H 4.142282 2.192199 1.060156 0.2 -0.4 -0.1
H 5.121136 2.456118 -1.333264 0.0 0.0 0.0
O 3.224095 -0.661591 2.555629 -0.5 0.0 0.1
N 1.774127 -2.129896 1.717205 -0.1 -0.1 0.3
C 0.938539 -3.174274 1.844951 0.0 0.1 -0.1
C 0.783375 -3.866197 3.015707 0.1 0.0 0.1
C 1.517154 -3.433754 4.132806 0.0 -0.1 0.0
C 2.366491 -2.366017 4.035375 0.2 0.2 -0.1
C 2.490105 -1.717104 2.785815 0.1 -0.5 0.0
S -0.262267 0.490455 2.523328 -0.2 0.0 -0.2
H 0.405594 -3.459726 0.945033 -0.1 0.0 0.0
H 0.120663 -4.717064 3.071599 0.0 0.0 0.0
H 1.405013 -3.945829 5.080587 0.0 0.0 0.0
H 2.939749 -1.990830 4.870741 0.0 0.0 0.0
C -3.852073 1.629816 -1.316930 0.0 -0.1 0.1
N -3.975262 0.983984 0.076350 0.1 0.0 0.0
C -3.943914 -0.539820 -0.114586 0.0 0.1 0.0
N -2.789921 -0.944160 -0.824716 0.0 0.0 0.0
C -2.714001 -0.271768 -2.117995 0.0 0.0 0.0
N -2.691924 1.180244 -1.986016 0.0 0.0 0.0
C -1.451302 1.652637 -1.332817 -0.1 0.1 -0.1
P -1.177571 0.983362 0.422934 0.4 -0.1 0.3
C -2.879243 1.449720 1.003085 -0.2 0.0 0.0
C -1.556839 -0.775009 -0.035177 0.0 0.0 -0.1
H -3.835792 2.706980 -1.154615 0.0 0.0 0.0
H -4.755808 1.337247 -1.854800 0.0 0.0 0.0
H -4.876715 1.241529 0.477085 0.0 0.0 0.0
H -4.853997 -0.783637 -0.666425 0.0 0.0 0.0
H -3.972561 -0.977040 0.883013 0.0 0.0 0.0
H -3.577739 -0.560066 -2.722636 0.0 0.0 0.0
H -1.804465 -0.591026 -2.622783 0.0 0.0 0.0
H -1.475964 2.744236 -1.293961 0.0 0.0 0.0
H -0.588814 1.362489 -1.933798 0.0 0.0 0.0
H -2.960824 2.536118 1.071837 0.0 0.0 0.0
H -3.062397 1.022144 1.988308 0.0 0.0 0.0
H -1.623526 -1.355939 0.884179 0.0 0.0 0.0
H -0.711639 -1.146345 -0.616575 0.0 0.0 0.0
```
Positions in Å, forces in eV/Å.

Entry from OMol25: C7H10 in the gas phase (ωB97M-V with the def2-TZVPD basis set).

Computed properties:
**SMILES string**: C1C[C@H]2[C@@H]1[C@H]1C[C@@H]21
**E_HOMO**: -9.072 eV
**Frontier orbital gap**: 10.318 eV
**Calculated total energy**: -7418.3257 eV
**Energy above the lowest of the compared OMol25 structures with the same formula, charge and spin**: 62.5 kcal per mole
**E_LUMO**: 1.246 eV

Structure (XYZ):
```
17
Properties=species:S:1:pos:R:3:forces:R:3
C -1.386976 0.815235 0.325700 0.0 0.0 0.1
C -1.433197 -0.692309 -0.057275 0.0 -0.2 0.0
C -0.164035 -0.518292 -0.955512 0.0 -0.1 -0.2
C -0.128113 0.975774 -0.551463 0.0 0.1 -0.1
C 1.237352 0.730514 0.097014 0.2 0.3 0.0
C 1.300525 -0.431989 1.056991 0.0 -0.3 0.0
C 1.281943 -0.697339 -0.406221 0.1 -0.3 -0.2
H -2.252878 1.388414 -0.023355 0.2 -0.1 0.1
H -1.226976 1.034406 1.386229 0.0 -0.1 -0.1
H -1.378131 -1.398573 0.777299 0.0 0.0 -0.2
H -2.317033 -0.945913 -0.652189 0.2 0.0 0.1
H -0.279410 -0.824711 -1.995684 0.0 0.1 0.1
H -0.123317 1.758868 -1.313617 0.0 -0.1 0.1
H 2.071207 1.425875 0.072702 -0.2 0.0 0.2
H 2.244261 -0.493889 1.594909 -0.1 -0.2 -0.3
H 0.467538 -0.907299 1.554246 -0.2 0.7 0.5
H 2.087235 -1.218773 -0.909781 -0.1 0.1 -0.1
```
Positions in Å, forces in eV/Å.

Entry from OMol25: 6 unconnected molecules or ions with the total composition C50H41Cl2NO17P2 in a non-equilibrium geometry (ωB97M-V with the def2-TZVPD basis set).

Computed properties:
**SMILES string**: C[C@@H](O)Cc1ccc2c(c1P(O)O)C(=O)c1c(ccc([C@@H](Cl)[C@@H](C)Cl)c1P(=N)(O)O)C2=O.O=C1C=CC(=O)C=C1.O=C1C=CC(=O)C=C1.O=C1C=CC(=O)C=C1.O=C1C=CC(=O)C=C1.O=C1C=CC(=O)C=C1
**E_HOMO**: -8.511 eV
**Frontier orbital gap**: 6.558 eV
**Calculated total energy**: -132407.9673 eV
**E_LUMO**: -1.953 eV

Structure (XYZ):
```
113
Properties=species:S:1:pos:R:3:forces:R:3
C -0.500570 8.263690 -4.800610 0.0 -1.0 -0.5
C -1.657818 7.073361 -4.742961 1.0 0.9 -0.7
O -0.969886 5.844574 -5.261187 0.7 2.0 0.5
C -2.258360 6.845022 -3.201047 0.4 -1.0 -0.7
C -1.375057 5.587432 -2.561523 2.3 -1.1 2.1
C -0.006256 6.035557 -1.736255 -1.0 -4.5 -0.5
C 0.966756 4.844236 -1.106955 -2.8 -0.7 -1.8
C 0.612823 3.251580 -1.266674 -2.2 2.5 -1.1
C -0.797228 2.851035 -2.073539 0.8 2.1 0.5
C -1.818115 3.985272 -2.731381 4.4 2.4 1.9
P -3.415435 3.457128 -3.681307 -0.9 -1.5 -0.1
O -3.425239 4.052872 -5.318663 -0.2 -0.5 1.3
O -4.715642 4.259210 -2.825381 1.4 1.6 -2.8
C -1.064428 1.204413 -2.197479 -1.3 -0.8 -4.7
O -1.405905 0.712630 -3.389389 2.0 2.6 7.7
C -0.792645 0.327751 -0.824008 1.0 -1.2 2.4
C 0.620302 0.750970 -0.032798 -1.4 -2.2 1.3
C 1.090008 -0.037409 1.318637 -4.0 -0.9 -2.5
C 0.095517 -1.244780 1.879749 -0.5 2.0 -2.8
C -1.322277 -1.696937 1.116937 2.1 2.3 -0.9
C -2.204954 -2.963069 1.758869 0.7 0.2 0.9
Cl -2.589807 -4.281821 0.458784 0.3 2.3 0.4
C -1.381720 -3.793537 2.933850 -0.5 0.4 0.7
C -1.644465 -3.190563 4.458433 1.0 -0.4 0.3
Cl -2.130008 -5.528746 2.964058 1.0 1.3 0.9
C -1.809853 -0.874619 -0.259738 4.5 1.4 1.1
P -3.467526 -1.274343 -1.189401 -3.2 -0.6 0.4
N -4.704357 -1.595352 -0.143480 3.0 0.6 -1.1
O -3.110651 -2.585593 -2.274182 -1.3 3.2 1.6
O -4.078936 0.121719 -2.103846 0.6 -2.1 1.7
C 1.542799 2.007540 -0.642407 3.4 0.1 -0.7
O 2.884617 1.997817 -0.663141 -8.4 0.0 0.4
H 0.350373 7.963972 -4.041444 -1.8 0.8 -1.3
H -0.924318 9.341545 -4.630363 0.9 -2.1 -0.2
H 0.000214 8.192037 -5.880170 -1.2 0.3 2.2
H -2.528327 7.359850 -5.507905 1.8 -0.8 1.8
H 0.026003 6.045561 -5.356010 -2.5 -0.3 0.4
H -3.416960 6.603680 -3.258805 2.6 0.2 0.2
H -2.159015 7.841484 -2.594399 0.1 -2.1 -1.0
H 0.293322 7.181224 -1.585972 -1.0 -2.9 -0.4
H 1.924358 5.196405 -0.521178 -2.0 -0.9 -1.3
H -3.635313 3.326365 -5.989140 0.4 1.1 1.9
H -5.028023 5.076964 -3.347797 0.6 -1.7 1.2
H 2.096601 0.260869 1.864129 -2.5 -0.8 -1.3
H 0.486510 -1.757338 2.879919 -1.2 1.1 -2.5
H -3.195983 -2.579847 2.303457 2.1 -0.9 -1.7
H -0.239522 -3.924139 2.712852 -2.4 0.2 0.3
H -0.801227 -3.661667 5.157704 -1.8 1.0 -1.5
H -1.516750 -2.019850 4.511522 -0.4 -2.3 -0.3
H -2.668333 -3.534930 4.926505 2.0 0.8 -1.3
H -4.359027 -1.479722 0.832169 -0.4 -0.2 -1.0
H -3.978355 -2.966401 -2.627737 0.8 0.6 0.7
H -4.943408 0.450997 -1.669211 2.1 -1.3 -0.5
O -0.242543 -12.090638 1.430678 0.3 0.7 0.2
C 0.226083 -10.996598 1.713481 -0.4 -0.8 -0.2
C 1.676079 -10.813839 1.921620 0.4 0.3 0.1
C 2.186883 -9.618588 2.232717 0.0 -0.4 -0.1
C 1.323931 -8.429713 2.379996 0.2 0.5 0.1
O 1.792556 -7.335673 2.662801 -0.1 -0.5 -0.1
C -0.126065 -8.612472 2.171858 -0.4 -0.2 -0.1
C -0.636869 -9.807722 1.860762 0.0 0.5 0.1
H 2.295902 -11.695327 1.809297 0.0 0.0 0.0
H 3.247940 -9.467442 2.389439 -0.2 -0.4 -0.1
H -0.745888 -7.730985 2.284181 0.1 0.0 0.0
H -1.697927 -9.958868 1.704039 0.0 0.0 0.0
O -9.119029 -6.909177 -0.416850 0.5 0.5 -0.4
C -8.323686 -6.168593 -0.978524 -0.6 -0.6 0.5
C -6.975905 -5.929742 -0.425670 0.4 0.2 -0.1
C -6.108424 -5.118728 -1.038905 0.0 -0.3 0.3
C -6.459649 -4.428313 -2.295794 0.4 0.3 0.0
O -5.664306 -3.687728 -2.857468 -0.4 -0.3 0.0
C -7.807430 -4.667163 -2.848647 -0.4 -0.1 0.0
C -8.674912 -5.478178 -2.235413 0.1 0.3 -0.4
H -6.733076 -6.444019 0.496486 0.0 0.0 0.0
H -5.116252 -4.932085 -0.646466 0.0 0.1 0.0
H -8.050259 -4.152887 -3.770804 0.0 0.0 0.0
H -9.667085 -5.664821 -2.627851 0.0 0.0 0.0
O -0.386370 9.421358 -1.143641 0.5 0.3 -0.1
C 0.661544 10.048722 -1.212953 -0.6 -0.3 0.1
C 1.968876 9.363598 -1.186470 0.4 0.1 0.0
C 3.113285 10.050066 -1.260054 -0.2 -0.5 0.0
C 3.119567 11.522175 -1.372573 0.9 0.5 -0.1
O 4.167480 12.149538 -1.441884 -0.8 -0.5 0.0
C 1.812235 12.207298 -1.399055 -0.5 0.0 0.0
C 0.667825 11.520830 -1.325471 0.2 0.4 0.0
H 1.947523 8.283497 -1.104342 0.1 0.1 0.0
H 4.080646 9.563129 -1.241230 0.0 0.0 0.0
H 1.833588 13.287398 -1.481184 0.0 0.0 0.0
H -0.299536 12.007767 -1.344295 0.0 0.0 0.0
O 4.004671 6.069597 1.027751 0.1 -0.5 0.3
C 4.301490 5.131223 1.754295 -0.1 0.4 -0.3
C 3.821062 3.763490 1.475537 -0.1 -0.2 0.2
C 4.144098 2.739288 2.271139 -0.2 0.3 -0.3
C 4.996164 2.930959 3.461538 0.2 -0.8 0.5
O 5.292984 1.992586 4.188081 -0.2 0.6 -0.5
C 5.476593 4.298692 3.740296 0.0 0.5 -0.1
C 5.153557 5.322893 2.944693 0.2 -0.1 0.4
H 3.197612 3.639061 0.598242 0.2 0.0 0.2
H 3.799551 1.730060 2.081413 0.1 0.1 0.0
H 6.100042 4.423121 4.617590 0.0 0.0 0.0
H 5.498102 6.332121 3.134420 0.0 0.0 0.0
O 5.647354 -10.292755 2.655863 0.2 0.6 0.1
C 6.115979 -9.198715 2.938668 -0.2 -0.6 -0.1
C 7.565975 -9.015955 3.146807 0.4 0.2 0.1
C 8.076779 -7.820705 3.457902 0.1 -0.5 -0.1
C 7.213827 -6.631829 3.605183 0.3 0.9 0.2
O 7.682452 -5.537789 3.887987 -0.3 -0.8 -0.2
C 5.763831 -6.814589 3.397044 -0.4 -0.3 -0.1
C 5.253027 -8.009839 3.085948 0.0 0.4 0.1
H 8.185798 -9.897443 3.034483 0.0 0.0 0.0
H 9.137836 -7.669559 3.614625 0.0 0.0 0.0
H 5.144008 -5.933101 3.509367 0.0 0.0 0.0
H 4.191970 -8.160985 2.929226 0.2 0.4 0.1
```
Positions in Å, forces in eV/Å.

What is the calculated total energy in the third record? -132407.9673 eV

Which formula does entry 2 have? C7H10

Which of these has the highest calculated total energy? C7H10

Which formula does entry 2 have? C7H10